Computed, not measured: C18H22Cl2N2O3 in the gas phase in a non-equilibrium geometry, with wB97M-V/def2-TZVPD.

Properties
Total energy, Ha: -1954.67593
Strongest force on any atom, eV/Å: 2.80
Relative energy (zero: lowest compared OMol25 entry of this formula, charge and spin), eV: 1.037
SMILES: CC1(C)CC(=O)C=C(NNC(=O)CCCOc2ccc(Cl)cc2Cl)C1
E_LUMO, eV: 0.53

Each line ends with the Mulliken charge.
Element x y z (Å)
O -2.8088 1.3250 0.4539  -0.67
O 4.1105 2.4211 -1.2062  -0.65
Cl -1.6638 -9.2608 -2.6242  -0.21
Cl 0.4667 -5.0127 0.1209  -0.18
O -1.8338 -3.5626 -0.9631  -0.20
C -1.9820 0.7943 -0.2647  0.35
C 3.2725 2.9914 -0.4733  0.05
C 1.8901 2.5606 -0.5969  -0.53
C 0.9062 3.1468 0.1577  0.89
C -2.8007 -6.7454 -2.5013  -0.45
C -0.8099 -7.0712 -1.2265  -0.27
C -2.8297 -5.3982 -2.1638  -0.39
C -1.7963 -7.6127 -2.0502  0.06
C -0.7945 -5.7067 -0.8896  0.15
C -1.8608 -4.8855 -1.3028  0.12
N -0.7987 1.4680 -0.5281  -0.15
N -0.4356 2.7241 0.0150  -0.33
C 2.9353 3.2705 2.6610  -1.66
C 2.8572 5.7190 2.3480  -2.00
C -2.9626 -3.0268 -0.2949  -0.58
C -2.2437 -0.5886 -0.8646  -0.29
C 3.7126 4.1750 0.4252  -0.93
C 1.2641 4.3134 1.0393  -1.13
C -2.6116 -1.6166 0.2446  -0.81
C 2.7168 4.3727 1.6056  1.61
H 1.6441 1.7664 -1.3198  0.24
H -3.4708 -7.1450 -3.2395  0.38
H -0.0300 -7.7240 -0.8911  0.43
H -3.5577 -4.7447 -2.5735  0.41
H -0.1888 1.0312 -1.2071  0.29
H -1.2129 3.2270 0.5156  0.34
H 2.0762 3.2099 3.3352  0.38
H 3.0580 2.2564 2.2091  0.36
H 3.8149 3.4528 3.2586  0.45
H 2.1300 5.7968 3.0971  0.48
H 3.8549 5.7980 2.8034  0.42
H 2.7503 6.5765 1.6509  0.40
H -3.8342 -2.9089 -0.9660  0.32
H -3.2671 -3.6805 0.5264  0.40
H -1.3810 -0.9089 -1.4457  0.22
H -3.0723 -0.4904 -1.5478  0.31
H 3.8038 5.1024 -0.1911  0.34
H 4.7209 3.9983 0.7854  0.35
H 0.5300 4.3917 1.8759  0.51
H 1.0654 5.2169 0.4281  0.38
H -1.8669 -1.7696 0.9997  0.42
H -3.4660 -1.2466 0.7753  0.38